The following is a DFT calculation (ωB97M-V with the def2-TZVPD basis set) of a 7-piece molecular cluster, C16H33NO27S6 overall at a distorted geometry.

The gap between HOMO and LUMO is 9.89 eV. The structure (SMILES) is O=S1(=O)OCCO1.O=S1(=O)OCCO1.O=S1(=O)OCCO1.O=S1(=O)OCCO1.O=S1(=O)OCCO1.O=S1(=O)OCCO1.CCOCOC(N)=O. For the HOMO energy, the calculation gives -9.53 eV.

ORCA input file:
```
! RIJCOSX wB97M-V def2-TZVPD def2/J DEFGRID3
* xyz 0 1
O -1.053 5.650 0.482
S -2.340 6.041 0.924
O -3.181 6.875 0.150
O -2.193 6.665 2.398
C -3.013 5.937 3.322
C -3.086 4.536 2.756
O -3.169 4.729 1.337
H -3.997 6.406 3.348
H -2.573 5.961 4.315
H -3.950 3.985 3.117
H -2.176 3.971 2.972
O -4.795 6.007 6.122
S -5.991 5.884 5.371
O -6.266 4.743 4.578
O -6.145 7.197 4.461
C -7.387 7.854 4.750
C -7.672 7.512 6.197
O -7.243 6.150 6.334
H -8.152 7.448 4.085
H -7.293 8.924 4.585
H -8.724 7.604 6.449
H -7.078 8.126 6.877
O -0.315 1.872 -1.890
S -0.643 1.107 -3.041
O -0.619 1.667 -4.340
O -2.066 0.415 -2.788
C -1.944 -1.015 -2.905
C -0.522 -1.314 -2.496
O 0.243 -0.227 -3.044
H -2.125 -1.290 -3.946
H -2.667 -1.506 -2.270
H -0.168 -2.262 -2.882
H -0.409 -1.298 -1.410
O -2.368 -3.624 -1.634
S -2.581 -4.697 -0.728
O -1.601 -5.685 -0.490
O -3.967 -5.407 -1.119
C -4.863 -5.386 -0.002
C -4.479 -4.144 0.774
O -3.050 -4.093 0.683
H -4.700 -6.291 0.587
H -5.893 -5.358 -0.347
H -4.790 -4.186 1.814
H -4.884 -3.242 0.309
O 0.900 -3.313 -4.744
S 1.752 -4.007 -3.848
O 1.290 -4.491 -2.600
O 3.064 -3.116 -3.613
C 4.236 -3.857 -3.979
C 3.763 -4.805 -5.058
O 2.456 -5.214 -4.635
H 4.591 -4.398 -3.100
H 5.016 -3.185 -4.328
H 4.413 -5.669 -5.168
H 3.667 -4.298 -6.020
O 7.503 -6.904 -6.207
S 7.747 -6.273 -4.965
O 7.824 -4.865 -4.834
O 9.048 -6.937 -4.306
C 8.727 -7.483 -3.019
C 7.264 -7.864 -3.117
O 6.674 -6.814 -3.896
H 8.888 -6.708 -2.268
H 9.365 -8.336 -2.803
H 6.783 -7.931 -2.145
H 7.132 -8.805 -3.655
C 1.569 3.970 0.676
C 0.880 2.634 0.941
O 1.452 1.852 1.987
C 2.701 1.349 1.665
O 3.253 0.792 2.863
C 3.842 1.764 3.574
N 3.108 2.294 4.643
O 4.910 2.147 3.320
H 1.371 4.642 1.504
H 2.645 3.898 0.537
H 1.168 4.346 -0.256
H -0.129 2.867 1.263
H 0.760 2.077 0.015
H 2.657 0.541 0.937
H 3.398 2.105 1.304
H 3.763 2.767 5.249
H 2.441 2.986 4.320
*
```


The following is a DFT calculation (ωB97M-V with the def2-TZVPD basis set) of C16H34Ag2F3O8S as an isolated structure at a distorted geometry.

The gap between HOMO and LUMO is 4.92 eV. For the HOMO energy, the calculation gives -10.71 eV.

ORCA input file:
```
! RIJCOSX wB97M-V def2-TZVPD def2/J DEFGRID3
* xyz 1 1
Ag -1.803 2.228 -0.315
Ag -3.727 -0.736 0.336
O -1.416 -0.029 -3.105
H -1.256 0.938 -3.034
H -2.344 -0.070 -3.424
H -1.460 -0.326 -2.111
C 0.218 -1.708 0.378
C -0.361 -0.298 0.188
C 0.759 0.549 -0.530
O -1.525 -0.301 -0.605
H 0.526 -2.015 -0.625
H -0.483 -2.429 0.794
H 1.161 -1.644 0.921
H -0.648 0.113 1.160
H 1.661 0.665 0.066
H 0.385 1.535 -0.836
H 0.984 -0.023 -1.434
C 1.228 1.951 3.552
F 1.982 2.501 4.488
F 1.995 1.170 2.774
F 0.332 1.205 4.215
S 0.436 3.424 2.550
O -0.481 2.905 1.542
O -0.191 4.337 3.485
O 1.588 4.064 1.957
C -2.171 -2.191 4.359
C -2.593 -0.735 4.636
C -2.605 -0.028 3.296
O -3.276 -1.035 2.500
C -2.843 -2.346 2.959
H -2.708 -2.734 5.131
H -1.096 -2.342 4.357
H -2.115 -0.169 5.435
H -3.648 -0.753 4.926
H -1.589 0.229 2.982
H -3.130 0.926 3.259
H -2.103 -2.716 2.252
H -3.693 -2.994 3.157
C -1.629 -3.697 -4.405
C -0.978 -3.023 -3.160
C -0.380 -4.166 -2.376
O -0.064 -5.104 -3.442
C -0.430 -4.598 -4.737
H -1.718 -2.889 -5.135
H -2.542 -4.282 -4.325
H -1.625 -2.384 -2.549
H -0.189 -2.390 -3.573
H -1.085 -4.513 -1.619
H 0.571 -3.958 -1.888
H -0.788 -5.358 -5.429
H 0.440 -4.053 -5.106
C 4.469 3.594 -1.621
C 3.022 3.241 -1.751
C 2.325 4.246 -0.804
O 3.349 4.703 0.071
C 4.577 4.013 -0.179
H 4.599 4.489 -2.244
H 5.179 2.933 -2.119
H 2.798 2.281 -1.277
H 2.715 3.335 -2.792
H 1.480 3.747 -0.330
H 1.944 5.045 -1.449
H 4.544 3.090 0.418
H 5.427 4.581 0.189
*
```


The following is a DFT calculation (ωB97M-V with the def2-TZVPD basis set) of C16H34BFeNP2 as an isolated structure at a distorted geometry.

The energy relative to the best compared isomer or geometry (same formula, charge and spin) is 47.03 kcal/mol. The gap between HOMO and LUMO (alpha / beta) is 6.62 / 7.13 eV. For the HOMO energy (alpha / beta), the calculation gives -6.94 / -7.59 eV.

ORCA input file:
```
! RIJCOSX wB97M-V def2-TZVPD def2/J DEFGRID3
* xyz 0 5
P 1.311 1.836 -0.436
P 1.985 -1.921 0.199
C 2.791 0.753 -0.024
C 2.972 -0.638 -0.663
H 2.789 0.698 1.077
H 3.642 1.370 -0.339
H 2.704 -0.672 -1.729
H 4.011 -0.985 -0.591
C 3.092 -2.617 1.536
H 2.477 -3.171 2.263
H 3.584 -1.794 2.072
H 3.842 -3.302 1.106
C 1.942 -3.450 -0.890
H 2.837 -4.074 -0.733
H 1.871 -3.187 -1.957
H 1.076 -4.087 -0.629
C 1.530 3.241 0.708
H 0.674 4.020 0.794
H 2.358 3.814 0.262
H 1.896 2.895 1.684
C 1.693 2.325 -2.171
H 1.875 1.474 -2.854
H 2.585 2.975 -2.134
H 0.870 2.898 -2.623
Fe -0.536 3.095 0.959
C -2.663 -2.118 0.252
C -1.835 -2.162 1.312
C -0.504 -1.482 1.455
C -0.394 0.005 0.939
C -0.031 0.334 -0.539
C 0.206 -0.766 -1.426
C -0.829 -1.777 -1.477
C -2.334 -1.545 -1.086
C -1.756 4.249 -0.281
H -3.659 -2.602 0.287
H -2.173 -2.671 2.222
H 0.250 -2.115 0.940
H -0.178 -1.468 2.514
H -1.388 0.440 1.107
H 0.312 0.561 1.620
H -0.761 1.088 -0.927
H 0.919 -0.597 -2.259
H -0.414 -2.518 -0.780
H -0.740 -2.254 -2.460
H -2.720 -0.515 -1.135
H -2.905 -2.168 -1.788
H -2.372 3.498 -0.815
H -1.213 4.901 -0.991
H -2.403 4.829 0.409
B -4.804 0.580 1.369
C -3.490 1.475 1.313
N -2.513 2.135 1.263
H -4.936 -0.072 2.380
H -4.844 -0.152 0.407
H -5.698 1.392 1.286
*
```


The following is a DFT calculation (ωB97M-V with the def2-TZVPD basis set) of a 4-piece molecular cluster, C16H34ClN4O4S overall at a distorted geometry.

The gap between HOMO and LUMO is 8.28 eV. For the HOMO energy, the calculation gives -10.98 eV.

ORCA input file:
```
! RIJCOSX wB97M-V def2-TZVPD def2/J DEFGRID3
* xyz 1 1
O -3.926 -3.380 -5.635
C -2.720 -3.271 -5.956
Cl -1.869 -4.777 -6.559
C -1.986 -1.838 -5.791
C -0.868 -2.036 -4.655
C -1.404 -1.863 -3.143
C -0.638 -0.760 -2.269
N 0.866 -0.827 -2.333
C 1.409 -1.477 -3.570
S 3.195 -1.115 -3.917
C 0.450 -1.127 -4.846
H -2.734 -1.001 -5.585
H -1.414 -1.600 -6.767
H -0.504 -3.131 -4.748
H -1.427 -2.908 -2.654
H -2.499 -1.509 -3.223
H -0.922 -0.966 -1.170
H -0.985 0.320 -2.466
H 1.301 -1.303 -1.514
H 1.201 0.164 -2.352
H 1.322 -2.617 -3.441
H 3.713 -2.330 -4.396
H 0.145 -0.015 -4.801
H 1.008 -1.384 -5.822
C -3.010 1.177 0.002
O -2.164 0.299 -0.088
N -4.184 1.212 -0.685
C -5.139 2.291 -0.524
C -4.490 0.137 -1.609
H -2.878 2.039 0.674
H -6.088 1.878 -0.172
H -5.290 2.781 -1.488
H -4.781 3.027 0.198
H -4.505 -0.810 -1.064
H -3.711 0.090 -2.374
H -5.458 0.303 -2.082
C 1.493 3.114 0.954
O 1.292 2.854 -0.223
N 1.085 2.353 2.006
C 1.359 2.720 3.383
C 0.352 1.134 1.737
H 2.041 4.018 1.262
H 1.946 1.927 3.851
H 0.412 2.836 3.915
H 1.916 3.657 3.435
H 0.971 0.475 1.120
H -0.556 1.379 1.185
H 0.092 0.627 2.667
C 3.493 0.112 5.402
O 2.314 0.286 5.143
N 4.008 -0.048 6.652
C 5.424 -0.252 6.882
C 3.110 -0.013 7.790
H 4.259 0.069 4.611
H 5.570 -1.211 7.386
H 5.802 0.554 7.516
H 5.977 -0.256 5.941
H 2.364 -0.805 7.682
H 2.596 0.950 7.812
H 3.663 -0.155 8.719
*
```